(1)
The following is a quantum chemistry calculation of 11 unconnected molecules or ions with the total composition C4H29NO12, from the OMol25 dataset.

Structure (XYZ):
```
46
Properties=species:S:1:pos:R:3
O -0.02 3.75 1.01
O -1.23 2.87 -1.54
O 1.31 1.00 -2.44
O -1.67 -0.80 4.64
O 4.35 0.13 -0.71
O 3.04 2.85 -0.01
O -3.71 1.65 -1.26
O 1.94 -1.79 -1.77
O 0.12 -2.10 0.44
O -2.57 -1.23 2.06
O -2.74 -2.86 -1.69
O 3.65 -2.74 0.88
N -1.15 -0.36 -1.11
C -2.41 -0.96 0.89
C 1.22 0.18 0.74
C 0.11 -0.82 1.00
C -1.18 -0.22 0.39
H 3.17 -3.57 0.77
H -4.00 1.95 -2.14
H 0.12 2.92 0.53
H -3.64 -2.58 -1.94
H 0.61 0.82 -1.79
H -2.12 2.47 -1.51
H -0.94 2.80 -2.45
H 3.73 0.82 -0.46
H 1.80 1.71 -1.99
H -1.50 -1.29 -1.31
H 2.18 -0.26 0.47
H -0.20 -0.86 2.05
H 3.17 3.67 -0.50
H 1.41 0.65 1.71
H 4.17 -0.03 -1.64
H 2.22 -0.86 -1.77
H -1.84 -1.63 4.20
H 2.34 3.02 0.63
H 1.00 0.98 0.04
H -2.52 -3.34 -2.49
H -1.94 -0.15 3.99
H -3.20 -1.23 0.17
H 0.98 -1.61 -1.72
H -1.77 0.35 -1.47
H -4.13 2.30 -0.69
H -0.67 4.13 0.40
H -1.33 0.82 0.69
H 3.39 -2.24 0.09
H 0.88 -2.66 0.35
```

## Properties
Structure (SMILES) ... C[C@H](O)[C@@H](N)C=O.O.O.O.O.O.O.O.O.O.O
Energy relative to the best compared isomer or geometry (same formula, charge and spin) ... 76.3 kcal per mole
E ... -30678.1971 eV
Total charge ... 0
2S+1 ... 1
Max |F| ... 2.033 eV/A

---

(2)
The following is a quantum chemistry calculation of 2 unconnected molecules or ions with the total composition C29H35BO3, from the OMol25 dataset.

Structure (XYZ):
```
68
Properties=species:S:1:pos:R:3
O -2.19 0.65 -5.51
O 1.34 2.44 2.95
O 0.20 0.63 1.88
C 2.39 0.49 -0.22
C 0.33 -4.61 -2.13
C -0.77 -0.51 3.74
C 1.81 0.71 4.54
C -0.73 -1.14 -4.66
C -0.80 4.59 -1.16
C -2.00 -0.76 -2.18
C 0.41 2.81 0.63
C -0.30 -1.85 -3.55
C 0.75 -5.53 0.50
C -1.61 0.55 -6.83
C 1.81 -0.73 -0.25
C -1.77 -0.17 -4.52
C 0.75 1.64 3.95
C -0.02 -3.76 -1.03
C 0.59 4.18 0.79
C 0.98 -5.83 -1.90
C 2.57 1.27 1.02
C -0.02 5.08 -0.11
C 0.24 2.51 5.08
C -0.39 0.83 3.15
C -0.39 2.33 -0.40
C -0.59 -2.46 -1.12
C -1.00 3.21 -1.31
C 1.18 -6.30 -0.60
C -1.66 1.66 2.98
C -0.95 -1.73 -2.28
C -2.40 -0.01 -3.26
C 0.16 -4.29 0.29
B 1.10 1.74 1.70
H 3.12 0.72 1.80
H -0.53 0.75 -6.79
H -0.46 3.28 4.73
H -0.91 -2.02 -0.17
H -0.20 -3.70 1.13
H -1.46 2.67 2.60
H -0.25 -1.29 -5.63
H -1.27 5.29 -1.87
H 1.09 3.00 5.57
H 1.67 -7.26 -0.43
H -1.55 -0.97 3.12
H -0.55 1.25 -0.51
H 1.42 -1.19 0.66
H -1.61 2.81 -2.12
H 3.09 2.22 0.80
H 1.32 -6.42 -2.75
H 1.79 -1.32 -1.16
H -2.53 -0.66 -1.23
H 2.77 0.93 -1.15
H 0.08 -1.19 3.81
H -0.26 1.89 5.83
H 2.65 1.32 4.90
H -1.80 -0.45 -7.26
H 1.41 0.15 5.39
H 0.54 -2.53 -3.64
H -1.19 -0.36 4.75
H 0.05 -4.33 -3.15
H -2.12 1.31 -7.42
H 0.14 6.15 0.02
H 2.21 0.01 3.79
H -2.19 1.74 3.94
H 0.88 -5.90 1.52
H -3.19 0.74 -3.17
H 1.19 4.56 1.61
H -2.33 1.16 2.27
```

## Properties
Energy relative to the best compared isomer or geometry (same formula, charge and spin) ... 44.7 kcal per mole
E ... -37457.8306 eV
Total charge ... 0
2S+1 ... 1
Max |F| ... 2.724 eV/A

---

(3)
The following is a quantum chemistry calculation of 3 unconnected molecules or ions with the total composition C27H37Br2ClNO5, from the OMol25 dataset.

Structure (XYZ):
```
73
Properties=species:S:1:pos:R:3
Br 4.76 -1.43 5.59
Br 2.35 1.29 5.35
Cl 2.10 -3.41 -2.51
O -3.92 3.81 -1.96
O -5.01 -0.42 1.02
O 0.55 -2.32 1.56
O -0.47 5.67 -6.81
O -5.65 5.29 -5.75
N 3.79 -0.85 1.56
C -3.43 1.20 0.38
C 2.82 -1.50 5.90
C 3.37 -1.92 -0.60
C -0.15 -2.42 0.32
C -5.81 1.18 -0.52
C -5.53 2.24 -1.27
C 2.53 -1.24 7.36
C -2.15 5.28 -5.20
C 1.95 -2.55 1.60
C 2.51 -1.78 -1.87
C 2.17 -0.85 3.44
C 2.28 -2.33 3.08
C -3.45 5.18 -4.93
C -1.60 -2.75 0.60
C 3.33 -0.10 2.79
C -4.78 0.56 0.36
C -2.68 5.83 -7.62
C -3.98 5.74 -7.35
C -3.15 2.26 -0.37
C -1.66 5.60 -6.56
C 2.28 -3.99 1.22
C 2.70 -1.48 0.72
C 3.16 -0.93 -2.97
C 2.04 -0.59 4.95
C -4.47 5.40 -5.99
C -2.49 -2.42 -0.59
C -4.18 2.86 -1.26
H 3.32 -4.23 1.42
H 3.72 -2.95 -0.51
H -6.78 0.70 -0.51
H -2.47 -1.35 -0.79
H -1.68 -3.81 0.85
H 2.71 -2.14 7.95
H 3.07 0.91 2.48
H -6.26 2.70 -1.93
H 2.57 -2.52 5.63
H -1.91 -2.18 1.48
H 0.99 -0.72 5.22
H 1.55 -1.35 -1.61
H 4.31 -0.20 0.97
H 2.41 -0.34 -3.49
H -3.52 -2.70 -0.39
H 4.27 -1.32 -0.74
H 4.46 -1.57 1.85
H -1.38 5.12 -4.45
H 1.23 -0.50 2.99
H 0.31 -3.19 -0.30
H 1.56 -2.93 3.64
H 1.48 -0.96 7.49
H -2.71 0.73 1.04
H 1.65 -4.65 1.82
H -2.18 2.74 -0.38
H 3.14 -0.44 7.77
H -4.75 5.90 -8.10
H 2.08 -4.21 0.17
H 4.19 -0.04 3.45
H -0.09 -1.46 -0.22
H -3.81 4.94 -3.94
H 3.90 -0.25 -2.56
H 3.65 -1.56 -3.70
H 2.00 -0.67 0.53
H -2.30 6.07 -8.60
H 3.28 -2.71 3.32
H -2.16 -2.94 -1.50
```

## Properties
E ... -192926.2903 eV
Total charge ... +1
2S+1 ... 1
Max |F| ... 0.174 eV/A

---

(4)
The following is a quantum chemistry calculation of a molecular structure, C52H73N2O8STa, from the OMol25 dataset.

Structure (XYZ):
```
137
Properties=species:S:1:pos:R:3
Ta -1.76 1.52 0.60
S -3.98 3.18 0.64
O 0.06 2.52 1.23
O -1.97 1.95 2.81
O -3.86 1.71 1.00
O -2.95 -0.03 -0.58
O -4.69 3.41 -0.56
O -2.52 3.54 0.60
O -1.04 1.81 -1.06
O -0.97 -0.01 1.24
N -2.40 2.73 4.89
N -3.58 0.91 4.07
C 0.40 -5.74 3.84
C -1.85 -0.72 -2.60
C 4.61 -1.49 -0.63
C 5.46 0.56 -1.76
C -2.62 1.84 3.89
C -0.55 1.72 -4.68
C -1.11 1.47 -3.44
C 1.85 0.94 1.63
C 0.58 -3.38 -4.85
C 1.15 3.07 -3.70
C -2.16 -0.99 -1.28
C 0.10 3.45 -7.11
C 1.21 0.49 2.93
C -4.69 1.07 5.00
C -0.47 -1.09 1.93
C -4.75 4.02 1.97
C 1.02 -4.14 5.63
C -0.51 2.04 -2.32
C 1.16 2.74 -6.25
C -2.40 2.34 6.30
C -0.61 -2.81 -2.69
C 0.28 -3.81 -3.42
C -1.06 -1.64 -3.29
C 0.59 -0.89 2.80
C 2.60 -4.59 3.74
C 4.92 0.01 -0.44
C 1.61 -3.93 -2.66
C 2.42 3.60 -6.22
C 0.59 2.51 -4.85
C 1.87 2.35 -0.35
C -1.78 -2.17 -0.65
C 0.25 3.75 1.98
C 1.26 3.43 -1.21
C 3.64 0.72 0.00
C 1.08 -1.98 3.50
C 3.02 0.35 1.19
C -4.37 -0.23 -0.82
C -1.83 4.04 4.62
C 6.00 0.18 0.64
C -2.29 0.55 -3.29
C 1.50 1.38 -6.87
C 3.05 1.73 -0.75
C 0.62 2.84 -2.44
C -3.60 -0.32 3.31
C -1.04 -2.33 1.74
C 0.54 -3.26 3.35
C 1.13 -4.43 4.13
C -0.99 -3.05 -1.37
C -2.18 -2.50 0.77
C -0.53 -3.40 2.46
C -0.41 -5.18 -3.45
C 1.29 1.92 0.83
H 5.51 -2.01 -0.93
H 1.98 0.45 3.71
H 0.86 -6.54 4.42
H 0.48 3.50 3.02
H 1.08 4.30 1.54
H 2.03 3.70 -3.78
H 0.45 1.20 3.25
H -4.20 3.84 2.89
H 4.74 0.43 -2.58
H -3.08 1.05 -2.74
H 1.55 -3.23 5.91
H 2.23 4.59 -5.82
H 2.71 -4.79 2.67
H -4.57 0.46 5.90
H -2.81 -0.34 2.58
H -1.44 2.60 6.73
H -4.79 -0.83 -0.02
H 2.23 0.84 -6.25
H 1.91 -1.83 4.18
H -1.89 4.26 3.56
H 3.46 -0.43 1.81
H -0.80 -1.42 -4.31
H -5.77 3.64 2.04
H 0.51 4.01 -0.66
H 6.36 0.02 -2.03
H 0.48 -6.02 2.78
H 4.25 -1.94 0.29
H -0.59 -5.57 -2.45
H -3.18 2.86 6.86
H 1.47 -4.27 -1.63
H -1.03 1.28 -5.55
H -2.39 4.79 5.17
H -4.86 0.74 -0.86
H -4.48 -0.74 -1.77
H 5.69 -0.26 1.59
H 0.49 3.61 -8.11
H 2.04 4.13 -1.51
H 3.04 -5.43 4.29
H -0.65 -5.69 4.11
H 1.94 1.52 -7.86
H 3.21 3.13 -5.63
H -5.60 0.77 4.50
H -4.78 2.12 5.30
H 6.21 1.24 0.80
H -4.56 -0.42 2.80
H 2.12 -2.96 -2.63
H -2.68 0.31 -4.27
H 3.50 2.06 -1.67
H -0.98 -4.38 2.31
H -0.15 4.42 -6.69
H 1.10 -2.42 -4.89
H 3.85 -1.63 -1.40
H -3.47 -1.18 3.98
H -0.32 -3.32 -5.45
H 1.23 -4.13 -5.32
H -2.54 1.27 6.40
H 2.80 3.72 -7.23
H -4.77 5.08 1.72
H 0.62 0.75 -6.99
H -0.68 -3.97 -0.88
H 3.19 -3.70 3.98
H -0.66 4.33 1.91
H 2.27 -4.64 -3.16
H 5.72 1.62 -1.68
H 1.45 -4.96 6.20
H -0.81 2.86 -7.20
H 6.92 -0.31 0.32
H 0.22 -5.91 -3.97
H -0.03 -4.02 5.93
H -2.52 -3.54 0.80
H -3.03 -1.88 1.07
H -1.37 -5.12 -3.97
H -0.79 4.09 4.94
```

## Properties
Energy relative to the best compared isomer or geometry (same formula, charge and spin) ... 6.5 kcal per mole
E ... -86849.7314 eV
Total charge ... +2
2S+1 ... 1
Max |F| ... 1.145 eV/A

---

(5)
The following is a quantum chemistry calculation of a molecular structure, C5H24BClN10O5V, from the OMol25 dataset.

Structure (XYZ):
```
47
Properties=species:S:1:pos:R:3
V -6.09 22.53 16.15
Cl -5.27 23.40 18.44
O -0.54 25.02 17.02
O -5.27 19.62 20.39
O -7.25 26.07 20.71
O -8.11 23.20 16.95
O -1.48 20.45 21.17
N -1.87 23.23 17.15
N -2.53 25.20 17.68
N -6.06 19.45 22.48
N -5.87 24.38 21.50
N -1.64 22.72 20.85
N -9.81 24.62 16.65
N -5.65 21.38 21.68
N -8.49 24.85 18.34
N -2.66 21.35 19.61
N -7.52 25.19 22.71
C -1.59 24.54 17.27
C -5.59 20.11 21.45
C -8.83 24.13 17.31
C -1.89 21.40 20.59
C -6.83 25.31 21.62
B -4.24 21.53 15.23
H -4.02 20.47 15.30
H -2.67 22.14 18.99
H -1.05 23.06 21.59
H -5.86 18.47 22.65
H -5.59 23.85 22.31
H -7.23 24.44 23.32
H -10.15 25.51 16.98
H -4.18 21.89 16.25
H -2.08 23.36 20.21
H -8.97 25.62 18.79
H -5.19 21.53 14.72
H -5.56 22.10 20.98
H -6.49 19.95 23.25
H -3.34 24.65 17.94
H -8.33 25.79 22.76
H -5.72 21.69 22.64
H -3.59 22.11 14.59
H -1.18 22.65 16.71
H -3.39 20.68 19.42
H -2.83 22.93 17.03
H -5.54 24.22 20.55
H -7.63 24.58 18.78
H -10.28 24.19 15.86
H -2.45 26.19 17.81
```

## Properties
E ... -69599.7593 eV
Total charge ... 0
2S+1 ... 4
Max |F| ... 9.927 eV/A

---

(6)
The following is a quantum chemistry calculation of 2 unconnected molecules or ions with the total composition C3H5O3, from the OMol25 dataset.

Structure (XYZ):
```
11
Properties=species:S:1:pos:R:3
O -1.72 2.32 0.23
O 0.21 -0.85 -0.96
O 0.32 1.41 0.29
C -0.78 1.79 0.81
C 1.02 -1.63 -0.16
C 0.97 -2.96 -0.27
H 0.01 -0.05 -0.38
H 1.18 -3.62 0.57
H 0.74 -3.44 -1.21
H 1.36 -1.15 0.75
H -0.77 1.63 1.93
```

## Properties
Energy relative to the best compared isomer or geometry (same formula, charge and spin) ... 19.5 kcal per mole
E ... -9335.0580 eV
Total charge ... -1
2S+1 ... 1
Max |F| ... 2.764 eV/A